Molecular formula: C17H17Br2N3O2PtS
Method: DFT, ωB97M-V/def2-TZVPD

Properties
DFT total energy   -6637.56962 a.u.
Energy above the lowest of the compared OMol25 structures with the same formula, charge and spin   112.1 kJ/mol
Multiplicity   5
Total charge   +2
Expectation value of S²   6.054
Lowest unoccupied orbital energy (spin up / spin down)   -6.7357 / -8.9894 eV
E_HOMO (spin up / spin down)   -12.985 / -15.167 eV

Geometry as XYZ:
```
43
Properties=species:S:1:pos:R:3:forces:R:3
Pt 0.011 0.468 -1.162 1.6142 2.6716 2.1966
C -3.221 0.449 -2.338 0.6587 0.0170 -0.2097
C -2.409 -0.832 -2.294 1.0423 -0.8208 1.1362
C -3.078 -2.061 -2.498 0.9402 0.3093 -1.0402
C -2.378 -3.172 -2.870 -0.2570 -2.3629 0.1219
C -0.936 -3.221 -2.830 -1.2602 0.1041 -0.4146
C -0.089 -4.310 -3.240 0.8236 0.2974 -0.0737
Br -0.680 -5.881 -4.086 -0.0701 0.7768 0.5347
C 1.306 -4.163 -3.074 0.5579 -1.3166 -0.8049
C 1.939 -3.019 -2.652 -1.4731 1.3385 0.6365
Br 3.712 -2.828 -2.253 0.6543 -0.3260 -0.2365
C 1.122 -1.849 -2.356 0.7562 0.8270 0.3434
O 1.611 -0.685 -2.053 -0.6191 -2.9805 -0.8769
C -0.327 -2.053 -2.400 -0.5455 1.7658 0.7300
N -1.060 -0.903 -2.031 -2.6061 -2.1241 -2.9992
H -4.173 0.202 -2.834 0.4942 0.3129 -0.0098
H -2.654 1.238 -2.897 -0.6054 -0.6466 0.4276
H -3.506 0.846 -1.355 0.3093 -0.1710 -0.0398
H -4.140 -2.065 -2.563 -0.6209 0.0102 -0.0076
H -2.977 -4.115 -3.150 1.1941 1.5344 0.4067
H 1.958 -5.003 -3.379 -0.5530 0.4524 0.3311
C 1.859 4.050 3.266 1.0652 -0.3235 -2.0913
C 0.991 2.882 3.206 -1.2550 -2.4616 0.6512
C 0.720 2.088 4.340 -0.6489 0.3959 -1.2687
C -0.156 0.972 4.213 1.3578 0.5993 -1.1553
N -0.635 0.649 2.982 -0.5806 0.4472 -0.9331
C -0.403 1.403 1.909 0.6470 1.1015 2.7203
S -1.284 1.382 0.432 -1.3293 -0.7696 -0.0808
N 0.392 2.528 2.015 1.2201 -0.4967 0.9709
C -0.449 0.047 5.328 -0.0785 -1.9446 -0.3058
H 1.331 4.802 2.657 0.7979 0.2299 0.2478
H 2.904 3.774 2.840 -1.6762 0.7491 0.6505
H 1.923 4.341 4.281 0.3769 0.5950 0.8465
H 1.197 2.401 5.262 -0.2886 -0.2792 0.0725
H 0.846 2.848 1.153 -0.5233 0.2483 0.2319
H 0.121 -0.925 5.179 -0.5463 1.0287 -0.2147
H -1.509 -0.275 5.368 0.5284 0.4310 -0.1355
H -0.116 0.373 6.289 0.0386 0.6371 0.5060
C 2.491 1.919 -1.312 0.5994 1.7857 -0.3144
O 1.487 1.733 -0.360 0.0419 -0.2912 -0.5992
H 3.029 2.896 -1.165 -0.3796 -0.9480 0.2088
H 2.008 1.972 -2.293 0.3804 -0.3243 -0.1391
H 3.220 1.099 -1.276 -0.1817 -0.0789 -0.0201
```
Forces are in eV/Å.